[1]
The following is a DFT calculation (ωB97M-V/def2-TZVPD) of C28H40AsCaClN5O5S2 as an isolated structure.

highest occupied orbital energy	-0.176	Eh
charge	-1
largest force on an atom	1.5	eV Å⁻¹

CARTESIAN COORDINATES (ANGSTROEM)
As  1.0619  -2.9354  -1.1621
Ca  0.4779  0.0422  0.1847
Cl  -2.6034  3.9648  3.6899
S  -1.5117  0.0069  -1.5682
S  -2.0511  -0.8060  2.7597
O  -1.2733  -1.1507  -0.6177
O  -2.3219  -0.3949  -2.6989
O  -0.1277  0.4525  -1.9639
O  -2.0939  1.0900  -0.7411
O  3.0053  4.2808  -4.6660
N  0.0690  2.3741  1.2500
N  0.8819  4.0996  -3.9260
N  -3.8262  -0.6020  0.7712
N  2.6305  0.8740  -1.5694
N  -3.3841  -2.7261  1.5185
C  1.0873  6.5332  -3.4795
C  -3.1389  -1.4053  1.6051
C  3.0345  0.6749  2.5459
C  0.6213  5.4431  -4.4313
C  -4.7307  -1.1873  -0.2067
C  2.3737  -0.2888  1.7591
C  2.4757  2.2800  -3.5124
C  3.0502  1.2921  -4.2915
C  -4.1389  -2.4530  -0.8063
C  0.1508  -3.8862  0.2952
C  -3.8704  -3.4289  0.3275
C  4.1146  0.4076  3.3826
C  -1.0014  2.5767  2.0176
C  0.8719  4.5510  1.8335
C  3.3992  0.0951  -3.6955
C  -0.9404  3.9868  -2.2546
C  2.1395  3.6253  -4.0975
C  -1.1784  3.7623  2.7116
C  3.9986  -1.8896  2.7481
C  -0.2414  4.7713  2.6261
C  0.9832  3.3405  1.1722
C  3.1664  -0.0680  -2.3398
C  2.2997  2.0246  -2.1559
C  2.4726  -4.2503  -1.4337
C  -0.0851  -3.4582  -2.6524
C  -0.2823  3.3412  -3.4565
C  2.9205  -1.5786  1.9213
C  4.6071  -0.8862  3.4887
H  3.0090  -4.0434  -2.3604
H  -0.4541  5.5121  -4.6031
H  3.2254  1.4680  -5.3457
H  2.0399  -5.2517  -1.4875
H  4.5728  1.2073  3.9566
H  -5.6772  -1.4255  0.2933
H  3.8449  -0.7080  -4.2668
H  3.4115  -0.9988  -1.8415
H  -3.1065  -4.1541  0.0367
H  -4.9315  -0.4301  -0.9620
H  0.9006  -4.1832  1.0286
H  -2.8431  -3.2564  2.1830
H  1.6478  5.2968  1.7332
H  -3.2190  -2.2121  -1.3315
H  -0.9917  3.2762  -4.2890
H  2.1586  6.4399  -3.3002
H  -0.5842  -3.2440  0.7789
H  1.8596  3.1286  0.5725
H  5.4466  -1.1081  4.1387
H  3.1831  -4.2060  -0.6086
H  -1.7295  1.7754  2.0770
H  1.1252  5.5544  -5.3927
H  -3.2901  0.2092  0.4593
H  2.6990  1.7129  2.5230
H  4.3604  -2.9107  2.8182
H  0.9009  7.5200  -3.9080
H  -0.3788  5.6948  3.1721
H  2.4944  -2.4178  1.3692
H  0.0045  2.3209  -3.2138
H  -0.3422  -4.7750  -0.1056
H  -4.7761  -3.9826  0.5933
H  -4.8336  -2.8988  -1.5206
H  1.8522  2.7878  -1.5309
H  -0.8909  -2.7393  -2.7927
H  0.5318  -3.4841  -3.5520
H  0.5676  6.4707  -2.5229
H  -0.4914  -4.4534  -2.4618
H  -1.3490  4.9742  -2.4883
H  -0.2231  4.1059  -1.4402
H  -1.7430  3.3528  -1.8846

***

[2]
The following is a DFT calculation (ωB97M-V/def2-TZVPD) of CH3O3Si as an isolated structure.

highest occupied orbital energy	-0.135	Eh
charge	-1
largest force on an atom	3.5	eV Å⁻¹

CARTESIAN COORDINATES (ANGSTROEM)
Si  -0.2171  -0.5978  0.0456
O  1.8113  -0.9691  0.7402
O  2.3669  0.6104  -0.9240
O  -0.8522  -1.6880  -0.8452
C  1.6382  -0.0451  -0.1632
H  -2.3383  1.0433  0.0181
H  -0.3622  -0.0811  1.3863
H  -2.0466  1.7275  -0.2579

***

[3]
The following is a DFT calculation (ωB97M-V/def2-TZVPD) of a single C3H4NPS molecule.

highest occupied orbital energy	-0.323	Eh
SMILES	Cc1npcs1
largest force on an atom	3.7	eV Å⁻¹

CARTESIAN COORDINATES (ANGSTROEM)
S  0.1716  -0.7741  -1.3500
P  -1.9640  1.1148  -0.5665
N  -0.5867  1.0620  0.4225
C  1.3104  -0.1535  1.1840
C  0.2772  0.1923  0.1898
C  -1.4468  -0.0722  -1.7217
H  -2.0928  -0.5167  -2.4979
H  1.4775  0.6973  1.7436
H  0.7146  -0.9158  1.7957
H  2.1391  -0.6341  0.8003

***

[4]
The following is a DFT calculation (ωB97M-V/def2-TZVPD) of a 2-piece molecular cluster, C2H8NS overall.

highest occupied orbital energy	-0.084	Eh
charge	-1
largest force on an atom	1.7	eV Å⁻¹

CARTESIAN COORDINATES (ANGSTROEM)
S  0.5502  -1.5485  0.8883
N  2.0343  0.0325  -1.9355
C  -0.2968  0.0549  0.7553
C  -1.8193  -0.0692  0.9646
H  -2.3110  0.8486  1.2975
H  0.0943  0.6880  1.5645
H  -0.1673  0.5949  -0.1803
H  -1.9931  -0.9006  1.6266
H  -2.2810  -0.3886  0.0212
H  2.1666  -0.5186  -1.1013
H  2.8470  0.6517  -1.9377
H  1.1761  0.5549  -1.9632

***

[5]
The following is a DFT calculation (ωB97M-V/def2-TZVPD) of a single CH3ClFN molecule.

highest occupied orbital energy	-0.376	Eh
SMILES	FCNCl
largest force on an atom	2.7	eV Å⁻¹

CARTESIAN COORDINATES (ANGSTROEM)
Cl  1.6585  0.6113  -0.8507
F  -0.8788  0.4159  -1.0154
N  0.8701  -0.4258  0.3137
C  -0.5422  0.1583  0.2907
H  0.7195  -1.2564  -0.2802
H  -1.2651  -0.5637  0.4961
H  -0.5620  1.0604  1.0458

***

[6]
The following is a DFT calculation (ωB97M-V/def2-TZVPD) of C28H29F3IMnNO9S3 as an isolated structure.

highest occupied orbital energy (spin up / spin down)	-0.310 / -0.310	Eh
spin multiplicity	6
largest force on an atom	1.3	eV Å⁻¹

CARTESIAN COORDINATES (ANGSTROEM)
I  -0.5700  -2.3114  -7.6756
Mn  0.1562  0.3578  -0.1247
S  -0.8838  0.1091  3.2240
S  0.8122  3.9287  0.3532
S  2.4857  -1.8350  -0.6977
F  4.5136  -2.0966  -2.3300
F  3.4533  -0.2240  -2.5360
F  4.7639  -0.5319  -0.8449
O  -3.5606  0.4999  -1.9652
O  -1.4534  0.5113  -1.2678
O  -0.6554  -1.6668  0.4216
O  2.0083  -0.6442  0.0341
O  3.0974  -2.8270  0.1334
O  1.0289  2.1416  -2.8923
O  -0.0705  0.4575  2.0106
O  0.1602  2.5766  0.3409
O  1.5588  -2.2716  -1.7182
N  -0.8372  -3.8055  -0.2914
C  3.4488  4.6245  0.2166
C  0.4259  3.5166  3.0855
C  -0.7020  -1.0114  -3.5539
C  -1.0279  -2.4960  -0.4134
C  -4.8463  -0.4605  3.3816
C  -2.3692  0.2822  -2.1396
C  -1.1447  -1.4627  -5.8607
C  -2.3520  -0.7830  -5.7731
C  -2.7335  -0.2322  -4.5612
C  -1.9077  -0.3308  -3.4452
C  3.0003  2.3411  0.8870
C  -0.0119  -4.3101  0.7884
C  2.5583  3.6026  0.5217
C  5.2654  3.1187  0.6718
C  0.4729  4.5963  2.0108
C  -0.8956  1.6597  4.1683
C  -5.2809  -0.0606  2.1218
C  4.3665  2.1018  0.9541
C  -1.0965  -4.6876  -1.4084
C  1.1367  1.4472  -2.0088
C  -0.3184  -1.5894  -4.7553
C  4.8095  4.3791  0.3049
C  -4.3738  0.4039  1.1835
C  -0.9560  2.8882  3.2548
C  3.8858  -1.1336  -1.6560
C  -3.5013  -0.3991  3.7019
C  -3.0210  0.4838  1.5007
C  -2.6040  0.0870  2.7568
H  4.7188  1.1136  1.2188
H  -3.1557  -0.7394  4.6705
H  -1.5520  -2.1983  -1.3301
H  -1.7097  -4.1712  -2.1438
H  0.6141  -2.1317  -4.8215
H  -1.6493  3.6236  3.6703
H  0.7350  3.9613  4.0360
H  1.2729  5.3195  2.1797
H  -2.3297  0.8351  0.7406
H  -0.0490  -1.1290  -2.6989
H  -0.4682  5.1422  1.9360
H  -0.1584  -4.9847  -1.8815
H  -1.7409  1.5805  4.8520
H  -5.5534  -0.8370  4.1091
H  1.1587  2.7400  2.8560
H  -2.9904  -0.6895  -6.6409
H  -1.3472  2.5992  2.2770
H  -3.6790  0.2809  -4.4593
H  3.0851  5.5911  -0.1074
H  -6.3316  -0.1254  1.8714
H  2.2981  1.5457  1.0997
H  -0.0962  -3.6468  1.6442
H  5.5139  5.1633  0.0645
H  -4.6801  0.7002  0.1892
H  -1.6265  -5.5785  -1.0689
H  1.0364  -4.3529  0.4795
H  0.0177  1.6418  4.7643
H  -0.3547  -5.3085  1.0604
H  6.3284  2.9258  0.7232

***

[7]
The following is a DFT calculation (ωB97M-V/def2-TZVPD) of C5H8EuO2 as an isolated structure.

highest occupied orbital energy (spin up / spin down)	-0.609 / -0.609	Eh
spin multiplicity	8
charge	+2
largest force on an atom	3.8	eV Å⁻¹

CARTESIAN COORDINATES (ANGSTROEM)
Eu  -0.8485  3.3969  0.1078
O  0.7456  0.0801  -0.1245
O  -1.2889  0.2786  -0.8792
C  5.4305  0.0656  0.5932
C  -2.0799  -0.7999  -0.3119
C  -0.2954  0.7945  -0.1947
C  4.1895  0.1380  0.5224
C  -3.5335  -0.4193  -0.4240
H  6.5056  0.1687  0.6788
H  -4.1388  -1.3350  -0.4057
H  -3.8399  0.2226  0.4121
H  -3.7309  0.1117  -1.3646
H  -1.7725  -0.9394  0.7318
H  1.7200  0.5867  0.1438
H  -1.8415  -1.7070  -0.8801
H  4.7785  -0.6425  1.3949